# 1
Density functional theory data (wB97M-V/def2-TZVPD) for an isolated molecule of C6H14F2NO3P.

The geometry in XYZ format:
```
27
Properties=species:S:1:pos:R:3:nbo_charge:R:1
C 1.603 -3.227 -1.224 -0.64
C 0.532 3.412 -0.193 -0.64
C 1.348 -2.643 0.136 -0.04
C 1.316 2.151 -0.200 -0.07
C -1.674 -0.045 0.785 -0.43
C -2.297 -0.339 -0.584 0.56
N -2.097 1.297 1.133 -0.86
O 0.843 -0.051 1.932 -1.11
O 0.589 -1.384 -0.115 -0.88
O 0.631 0.935 -0.524 -0.81
F -3.613 -0.338 -0.547 -0.33
F -1.931 -1.550 -1.191 -0.36
P 0.256 -0.080 0.619 2.40
H 0.624 -3.496 -1.715 0.23
H 2.302 -2.823 -1.914 0.23
H 2.081 -4.266 -1.134 0.21
H 0.492 4.035 -1.048 0.22
H -0.366 3.143 0.280 0.23
H 1.023 4.032 0.487 0.22
H 2.272 -2.410 0.658 0.19
H 0.723 -3.201 0.853 0.20
H 1.670 1.948 0.810 0.19
H 2.288 2.195 -0.703 0.19
H -2.047 -0.783 1.449 0.21
H -2.005 0.349 -1.285 0.13
H -1.513 1.804 1.883 0.39
H -3.050 1.334 1.353 0.37
```

gap between HOMO and LUMO	10.754	eV
lowest unoccupied orbital energy	0.9	eV
SMILES string	CCOP(=O)(OCC)[C@@H](N)C(F)F
energy above the lowest of the compared OMol25 structures with the same formula, charge and spin	0.0000	eV
electronic energy	-1058.60625	Eh

# 2
Density functional theory data (wB97M-V/def2-TZVPD) for an isolated molecule of C4H4BrF2NO.

The geometry in XYZ format:
```
13
Properties=species:S:1:pos:R:3:nbo_charge:R:1
C 1.007 -0.758 -0.008 0.69
C -1.217 -0.136 -1.321 0.30
C -1.131 0.845 -0.187 0.39
C 1.469 -0.147 1.224 -0.71
N 0.033 0.036 -0.552 -0.49
O 1.191 -1.823 -0.492 -0.53
F -1.096 0.375 -2.570 -0.33
F -1.140 2.153 -0.410 -0.30
Br -2.050 0.491 1.439 0.04
H -1.892 -0.994 -1.481 0.21
H 0.634 -0.150 1.845 0.25
H 1.922 0.846 0.832 0.25
H 2.269 -0.738 1.681 0.24
```

gap between HOMO and LUMO	10.956	eV
lowest unoccupied orbital energy	0.5	eV
SMILES string	CC(=O)N1[C@H](F)[C@@]1(F)Br
energy above the lowest of the compared OMol25 structures with the same formula, charge and spin	0.0000	eV
electronic energy	-3058.49668	Eh

# 3
Density functional theory data (wB97M-V/def2-TZVPD) for a cluster of 6 separate species, C28H59F10N11O6PS in total.

The geometry in XYZ format:
```
116
Properties=species:S:1:pos:R:3:mulliken_charge:R:1
C 4.133 -0.286 2.988 -1.31
C 3.507 0.183 1.672 -0.17
O 2.332 -0.539 1.445 -0.01
C 1.560 -0.006 0.338 -2.91
P 0.253 -1.300 -0.309 3.24
C 1.648 -2.668 -0.454 -0.46
C 3.170 -2.478 -0.599 -1.27
N 3.681 -1.460 -1.544 -0.26
C 0.715 -0.822 -2.164 -1.15
C -0.051 0.121 -3.112 -2.19
C 0.534 1.510 -3.212 1.17
F -0.390 2.406 -3.703 -0.42
F 0.962 1.998 -2.025 -0.35
C 1.721 1.556 -4.269 0.45
F 1.169 1.680 -5.500 -0.28
F 2.433 0.414 -4.268 -0.22
S 3.006 2.980 -4.098 1.44
F 3.392 2.453 -2.659 -0.28
F 4.164 2.078 -4.736 -0.35
F 2.712 3.550 -5.561 -0.35
F 1.906 3.955 -3.514 -0.31
F 4.078 4.137 -3.921 -0.34
C -1.307 -0.049 -0.272 -3.08
C -1.409 1.455 -0.228 2.99
C -0.912 2.236 0.822 -0.11
C -1.109 3.607 0.866 -1.16
C -1.811 4.241 -0.148 -1.39
C -2.345 3.495 -1.189 0.66
C -3.143 4.142 -2.290 -1.69
C -2.147 2.119 -1.200 -0.66
C -0.083 -1.718 1.643 0.33
C -0.318 -0.603 2.646 -1.71
F -1.261 -2.533 1.846 -0.56
C -1.086 -2.666 -0.831 0.20
C -1.397 -2.777 -2.328 -1.95
C -0.868 -4.113 -0.332 -0.23
C -2.190 -4.852 -0.034 -1.69
H 3.581 -1.147 3.361 0.22
H 4.152 0.505 3.738 0.32
H 5.170 -0.599 2.841 0.33
H 4.211 0.034 0.840 0.12
H 3.283 1.259 1.715 0.41
H 1.118 0.921 0.700 1.22
H 2.279 0.258 -0.437 0.90
H 1.578 -3.319 0.416 -0.55
H 1.358 -3.314 -1.291 0.70
H 3.636 -2.303 0.372 0.36
H 3.565 -3.467 -0.882 0.40
H 3.792 -1.844 -2.473 0.27
H 4.585 -1.127 -1.239 0.22
H 1.704 -0.379 -2.082 0.15
H 0.954 -1.722 -2.730 0.94
H -1.131 0.207 -3.019 0.33
H 0.060 -0.292 -4.126 0.65
H -1.968 -0.428 0.519 1.17
H -1.893 -0.337 -1.151 0.49
H -0.377 1.773 1.634 -0.01
H -0.707 4.169 1.694 0.47
H -1.962 5.315 -0.114 0.35
H -4.183 3.807 -2.246 0.30
H -2.759 3.864 -3.272 0.27
H -3.150 5.227 -2.182 0.43
H -2.608 1.543 -1.996 0.38
H 0.722 -2.346 2.028 0.64
H 0.503 0.104 2.713 0.10
H -1.253 -0.073 2.453 0.26
H -0.429 -1.057 3.642 0.48
H -2.042 -2.377 -0.389 0.61
H -2.199 -3.518 -2.468 0.53
H -0.550 -3.136 -2.914 0.27
H -1.787 -1.853 -2.757 0.22
H -0.320 -4.683 -1.089 0.57
H -0.257 -4.150 0.563 -0.18
H -2.283 -5.087 1.027 0.38
H -3.057 -4.271 -0.356 0.36
H -2.246 -5.802 -0.575 0.38
C 2.499 -1.853 -7.343 0.55
O 1.953 -2.512 -6.482 -0.61
N 2.919 -0.568 -7.152 -0.31
N 2.741 -2.362 -8.601 -0.42
H 3.369 -0.033 -7.869 0.20
H 2.764 -0.142 -6.257 0.19
H 2.442 -3.302 -8.775 0.24
H 3.187 -1.841 -9.330 0.14
C -4.862 1.219 1.050 0.45
O -4.548 0.795 -0.045 -0.59
N -6.163 1.202 1.513 -0.42
N -3.942 1.763 1.889 0.08
H -6.424 1.551 2.414 0.12
H -6.858 0.806 0.910 0.24
H -2.999 1.841 1.533 -0.08
H -4.145 2.109 2.810 0.17
C 2.357 -5.683 2.787 0.56
O 2.185 -5.070 1.757 -0.51
N 1.676 -5.376 3.938 -0.34
N 3.242 -6.732 2.888 -0.48
H 1.797 -5.867 4.802 0.16
H 1.022 -4.617 3.883 0.23
H 3.751 -6.974 2.061 0.22
H 3.393 -7.248 3.733 0.13
C -2.241 5.295 4.428 0.57
O -1.707 4.551 3.631 -0.53
N -3.599 5.451 4.478 -0.34
N -1.527 6.037 5.341 -0.45
H -4.065 6.053 5.129 0.16
H -4.138 4.908 3.829 0.21
H -0.529 5.948 5.319 0.23
H -1.953 6.658 6.001 0.14
C -2.439 1.760 5.512 0.68
O -3.417 2.332 5.056 -0.67
N -1.286 2.430 5.809 -0.30
N -2.416 0.414 5.730 -0.40
H -0.459 1.976 6.146 0.16
H -1.264 3.412 5.606 0.14
H -3.231 -0.108 5.467 0.22
H -1.606 -0.076 6.057 0.16
```

total charge	-1
gap between HOMO and LUMO	5.563	eV
lowest unoccupied orbital energy	2.1	eV
energy above the lowest of the compared OMol25 structures with the same formula, charge and spin	0.0000	eV
electronic energy	-3894.28856	Eh

# 4
Density functional theory data (wB97M-V/def2-TZVPD) for a structure of composition C41H37Cl3N10ReS.

The geometry in XYZ format:
```
93
Properties=species:S:1:pos:R:3:mulliken_spin:R:1
Re 0.147 1.402 -0.759 1.16
C 0.762 -3.385 1.739 0.00
C 1.828 -2.357 2.115 0.00
C 1.566 -1.737 3.461 0.00
C 2.228 -2.223 4.577 0.00
C 1.985 -1.692 5.835 0.00
C 1.073 -0.665 5.968 0.00
C 0.373 -0.152 4.875 0.00
C -0.576 0.995 5.154 0.00
C -1.858 0.559 5.867 0.00
C 0.620 -0.709 3.609 -0.01
N 0.034 -0.167 2.431 0.01
C -1.224 0.025 2.413 0.00
C -1.978 0.832 1.471 0.01
C -3.299 1.146 1.699 0.03
C -3.695 2.109 0.743 0.02
C -2.599 2.349 -0.033 0.01
N -1.525 1.573 0.369 0.10
H 0.967 -3.812 0.752 0.00
H -0.231 -2.923 1.750 0.00
H 0.746 -4.204 2.459 0.00
H 1.876 -1.574 1.354 -0.01
H 2.802 -2.848 2.132 0.00
H 2.947 -3.025 4.457 0.00
H 2.512 -2.071 6.700 0.00
H 0.894 -0.232 6.946 0.00
H -0.830 1.535 4.241 0.00
H -0.056 1.708 5.800 0.00
H -2.432 -0.152 5.270 0.00
H -2.495 1.417 6.083 0.00
H -1.624 0.068 6.811 0.00
H -1.862 -0.359 3.215 0.00
H -3.899 0.743 2.501 0.00
H -4.662 2.572 0.641 0.00
H -2.513 3.016 -0.873 0.00
C 3.435 -0.171 -5.080 0.00
C 3.857 -0.858 -3.946 0.00
C 3.465 -0.432 -2.690 0.00
C 2.633 0.676 -2.593 -0.01
C 2.189 1.362 -3.713 0.02
C 2.608 0.938 -4.964 0.01
N 2.216 1.149 -1.305 -0.03
N 3.119 1.183 -0.441 0.01
C 2.673 1.642 0.800 0.01
C 3.590 1.825 1.819 0.00
C 3.135 2.361 3.012 0.00
C 1.795 2.701 3.121 0.00
C 0.937 2.461 2.064 0.00
N 1.362 1.918 0.917 0.01
H 3.754 -0.502 -6.058 0.00
H 4.499 -1.722 -4.045 0.00
H 3.787 -0.944 -1.793 0.00
H 1.554 2.234 -3.608 -0.02
H 2.291 1.476 -5.847 0.00
H 4.623 1.563 1.648 0.00
H 3.815 2.522 3.837 0.00
H 1.401 3.136 4.028 0.00
H -0.118 2.687 2.127 0.01
S 0.121 -0.906 -0.551 -0.14
C -1.055 -1.223 -1.750 -0.08
N -1.672 -2.412 -1.956 0.05
N -1.482 -3.327 -1.107 -0.18
C -2.043 -4.607 -1.223 -0.03
C -2.814 -4.958 -2.332 -0.04
C -3.343 -6.230 -2.380 0.02
C -3.104 -7.134 -1.345 -0.07
C -2.332 -6.769 -0.248 0.03
C -1.795 -5.499 -0.180 -0.06
N -1.391 -0.303 -2.671 0.14
N -0.904 0.872 -2.494 -0.10
C -1.105 1.692 -3.663 0.00
C -1.527 3.009 -3.552 -0.02
C -1.696 3.773 -4.698 0.01
C -1.438 3.226 -5.946 -0.02
C -1.028 1.902 -6.051 0.01
C -0.866 1.131 -4.915 -0.01
H -0.898 -3.150 -0.279 0.06
H -2.987 -4.243 -3.123 0.00
H -3.945 -6.527 -3.227 0.00
H -3.525 -8.129 -1.397 0.00
H -2.153 -7.475 0.551 0.00
H -1.191 -5.195 0.667 -0.01
H -1.773 3.432 -2.592 0.00
H -2.049 4.792 -4.613 0.00
H -1.569 3.824 -6.837 0.00
H -0.837 1.469 -7.024 0.00
H -0.541 0.102 -4.985 0.00
Cl 1.276 6.811 -0.257 0.00
C 0.414 6.059 -1.593 0.00
Cl -1.236 6.675 -1.723 0.00
Cl 1.287 6.242 -3.114 0.00
C 0.319 4.617 -1.326 0.08
N 0.258 3.492 -1.133 0.00
```

expectation value of S²	1.2487
total charge	+2
gap between HOMO and LUMO (alpha / beta)	4.555 / 5.205	eV
lowest unoccupied orbital energy (alpha / beta)	-7.8 / -7.2	eV
energy above the lowest of the compared OMol25 structures with the same formula, charge and spin	0.0502	eV
2S+1	2
electronic energy	-3988.61117	Eh

# 5
Density functional theory data (wB97M-V/def2-TZVPD) for a structure of composition C26H18Co2O9.

The geometry in XYZ format:
```
55
Properties=species:S:1:pos:R:3:nbo_charge:R:1
C -3.753 -1.924 2.478 -0.62
C -2.388 -2.460 2.162 -0.08
O -1.395 -1.577 2.781 -0.52
C -0.144 -1.802 2.325 0.82
C 0.960 -1.134 3.163 -0.53
C 1.824 -0.540 2.067 0.59
C 1.399 0.789 1.562 -0.05
C 0.151 1.354 1.868 -0.20
C -0.128 2.675 1.516 -0.22
C 0.812 3.418 0.792 -0.22
C 2.039 2.838 0.430 -0.23
C 2.325 1.525 0.794 -0.17
O 2.827 -1.078 1.584 -0.53
O 0.098 -2.510 1.361 -0.60
H -4.503 -2.668 2.211 0.20
H -3.872 -1.678 3.533 0.22
H -3.960 -1.032 1.885 0.20
H -2.235 -3.461 2.587 0.19
H -2.200 -2.488 1.084 0.20
H 0.574 -0.282 3.827 0.28
H -0.575 0.751 2.419 0.23
H -1.078 3.115 1.822 0.20
H 0.590 4.448 0.515 0.19
H 2.780 3.413 -0.123 0.20
H 3.274 1.061 0.526 0.24
O 3.649 1.247 3.952 -0.58
C 2.724 0.822 4.509 0.39
Co 1.500 0.032 5.506 -0.31
C 2.688 -0.063 6.778 0.43
O 3.541 -0.029 7.559 -0.59
C -0.160 -0.103 6.076 0.40
O -1.206 -0.226 6.576 -0.62
C 3.939 -3.167 3.747 -0.21
C 5.046 -2.866 4.621 -0.06
C 6.086 -2.048 4.140 -0.20
C 7.176 -1.763 4.955 -0.22
C 7.230 -2.282 6.256 -0.27
C 6.185 -3.078 6.746 -0.23
C 5.090 -3.365 5.936 -0.16
C 2.669 -2.903 3.505 -0.11
C 1.534 -2.156 4.062 -0.44
Co 3.336 -3.989 2.267 -0.11
C 3.670 -2.983 0.754 0.51
O 4.024 -2.600 -0.278 -0.61
C 1.820 -4.780 1.914 0.52
O 0.877 -5.407 1.684 -0.61
C 4.501 -5.287 2.278 0.50
O 5.288 -6.135 2.281 -0.62
H 5.992 -1.633 3.134 0.22
H 7.977 -1.130 4.571 0.19
H 8.096 -2.072 6.883 0.19
H 6.216 -3.470 7.762 0.19
H 4.250 -3.964 6.295 0.20
H 0.756 -2.892 4.351 0.22
H 1.839 -1.644 5.032 0.20
```

total charge	-2
gap between HOMO and LUMO	4.717	eV
lowest unoccupied orbital energy	4.5	eV
electronic energy	-4444.16199	Eh

# 6
Density functional theory data (wB97M-V/def2-TZVPD) for a cluster of 2 separate species, C7H15N4O2 in total.

The geometry in XYZ format:
```
28
Properties=species:S:1:pos:R:3:nbo_charge:R:1
C 2.706 1.431 1.652 -0.39
C 1.831 0.538 2.036 0.33
C -1.311 1.276 -1.771 -0.21
C -1.705 -0.924 -0.977 -0.25
C -0.058 1.328 -0.750 -0.25
C -0.579 -0.797 0.136 -0.22
C -0.605 -0.611 -3.148 -0.45
N 0.767 -0.282 3.905 0.12
N -1.476 -0.082 -2.149 -0.21
N 1.428 -0.434 2.774 0.07
N -0.298 0.543 0.464 -0.47
O 1.492 -1.672 2.328 -0.59
O 0.446 -1.462 4.429 -0.45
H 2.423 2.158 1.052 0.21
H 3.678 1.385 1.881 0.23
H -2.104 1.767 -1.105 0.24
H -1.088 1.778 -2.621 0.23
H -1.970 -1.949 -1.103 0.25
H -2.544 -0.648 -0.397 0.22
H 0.807 1.014 -1.452 0.24
H 0.002 2.496 -0.670 0.26
H -0.901 -1.332 0.914 0.23
H 0.188 -1.350 -0.263 0.22
H 0.354 -0.987 -2.829 0.22
H -0.935 -1.674 -3.465 0.25
H -0.438 -0.052 -3.948 0.23
H -1.080 0.772 1.050 0.40
H 0.970 -2.228 4.026 0.51
```

total charge	+1
gap between HOMO and LUMO (alpha / beta)	4.965 / 8.681	eV
lowest unoccupied orbital energy (alpha / beta)	-6.7 / -4.1	eV
energy above the lowest of the compared OMol25 structures with the same formula, charge and spin	11.4221	eV
electronic energy	-644.60312	Eh

# 7
Density functional theory data (wB97M-V/def2-TZVPD) for a cluster of 2 separate species, C5H10O in total.

The geometry in XYZ format:
```
16
Properties=species:S:1:pos:R:3:nbo_charge:R:1
O 1.551 1.145 2.067 -0.64
C 1.147 0.005 2.568 0.12
C 0.500 -0.390 -0.761 -0.39
C -0.382 0.781 -1.244 -0.40
C -1.613 -0.025 -0.774 -0.40
C -0.672 -0.838 0.142 -0.40
H 2.159 1.081 1.303 0.47
H 1.639 -0.807 1.965 0.05
H 1.468 -0.154 -0.300 0.17
H 0.681 -1.113 -1.563 0.21
H -0.319 1.071 -2.297 0.20
H -0.235 1.670 -0.621 0.20
H -2.435 0.521 -0.303 0.21
H -2.016 -0.646 -1.581 0.20
H -0.619 -0.391 1.143 0.21
H -0.854 -1.911 0.255 0.21
```

gap between HOMO and LUMO	9.473	eV
lowest unoccupied orbital energy	0.6	eV
energy above the lowest of the compared OMol25 structures with the same formula, charge and spin	4.2725	eV
electronic energy	-271.59560	Eh

# 8
Density functional theory data (wB97M-V/def2-TZVPD) for a structure of composition CH2Br2O4S2.

The geometry in XYZ format:
```
11
Properties=species:S:1:pos:R:3:nbo_charge:R:1
C -0.727 0.984 0.598 -1.03
O 2.382 -0.122 -1.608 -0.86
O 1.488 -1.204 0.547 -0.89
O -2.372 -0.331 -1.202 -0.83
O 0.044 -0.331 -1.203 -0.88
S 1.489 -0.230 -0.530 2.22
S -1.314 -0.278 -0.264 1.90
Br 1.943 1.621 0.469 -0.05
Br -1.177 -2.291 0.867 -0.14
H -1.527 1.798 0.898 0.29
H -0.229 0.384 1.428 0.27
```

gap between HOMO and LUMO (alpha / beta)	7.836 / 7.837	eV
lowest unoccupied orbital energy (alpha / beta)	-1.6 / -1.6	eV
energy above the lowest of the compared OMol25 structures with the same formula, charge and spin	3.2851	eV
electronic energy	-6284.48002	Eh

no.,molecular weight (g/mol)
1,217.2
2,200.0
3,898.9
4,994.4
5,592.3
6,187.2
7,86.1
8,302.0